# 1
{
  "formula": "H30O15",
  "method": "ωB97M-V/def2-TZVPD",
  "lumo_energy_ev": -0.5,
  "homo_ev": -10.486,
  "relative_energy_kcal_mol": 165.34,
  "spin_multiplicity": 1,
  "total_energy_ev": -31194.49584,
  "orbital_gap_ha": 0.366,
  "symbols": ["O", "H", "H", "O", "H", "H", "O", "H", "H", "O", "H", "H", "O", "H", "H", "O", "H", "H", "O", "H", "H", "O", "H", "H", "O", "H", "H", "O", "H", "H", "O", "H", "H", "O", "H", "H", "O", "H", "H", "O", "H", "H", "O", "H", "H"],
  "positions_angstrom": [[-3.635945, -3.230490, -1.344297], [-2.948470, -3.503104, -0.793353], [-3.103710, -3.144892, -2.116187], [1.680360, 2.726209, 1.952173], [1.525471, 3.623515, 2.444316], [0.912159, 2.309116, 2.080032], [1.022275, -1.612604, 3.270140], [1.874131, -1.249896, 3.604634], [0.519467, -1.396647, 3.856754], [0.503727, -3.237549, -1.208616], [-0.394711, -3.409009, -1.592947], [0.418551, -2.230317, -1.153776], [-1.143218, -0.819927, -1.422332], [-1.902258, -0.960929, -0.936282], [-1.465657, 0.116107, -1.891421], [-1.686267, -2.361857, -3.360336], [-1.574301, -3.132058, -3.779912], [-0.925979, -1.893374, -3.655952], [3.580685, 1.349883, 3.265502], [4.326886, 1.219839, 2.549269], [3.004753, 1.805344, 2.753061], [-1.396721, 2.426073, 3.632240], [-2.363760, 2.165574, 4.025647], [-1.452190, 3.302599, 3.235866], [-3.858137, 0.574915, -2.776082], [-3.862917, -0.342305, -3.049141], [-3.229932, 0.870176, -3.370029], [2.270633, 3.841120, -2.647341], [2.194418, 2.841377, -2.904182], [3.064093, 3.743695, -2.144013], [3.354104, -2.442720, 0.320301], [2.932216, -1.870168, 0.953643], [2.786789, -2.092647, -0.390909], [-2.738000, -0.344743, 3.422088], [-1.747633, -0.333858, 3.021751], [-3.139088, -1.045589, 2.739552], [-4.228659, 2.594141, -0.837574], [-4.166659, 2.821635, 0.152477], [-3.413231, 2.317876, -1.136276], [4.487940, 0.549907, 0.790767], [4.437702, 0.695233, -0.216618], [4.951914, -0.222447, 1.200198], [1.657298, -0.006209, -2.875301], [1.310291, -0.462070, -2.179783], [2.471050, -0.591964, -2.757081]],
  "forces_ev_per_angstrom": [[-1.5, 0.5, -0.5], [1.4, -0.9, 2.3], [0.2, 0.6, -1.6], [3.8, 5.5, 0.5], [0.7, -2.5, -1.4], [-4.8, -2.9, 0.8], [10.3, -3.2, -10.0], [-0.6, -0.4, -0.7], [-9.7, 3.7, 10.7], [-1.4, 2.0, -0.5], [1.2, 0.0, 0.4], [0.1, -2.0, 0.1], [1.4, 5.1, -3.1], [-2.7, -1.0, 1.9], [1.5, -3.6, 1.7], [-1.3, 3.2, 2.0], [0.2, -4.9, -2.7], [1.0, 1.2, 0.1], [5.5, -2.8, 0.6], [-2.1, 0.3, 2.2], [-3.3, 2.4, -2.3], [-3.0, -1.1, 1.3], [3.6, 1.1, -1.7], [-0.5, -0.1, 0.2], [-1.3, -1.1, 1.5], [-0.5, -0.8, 0.3], [2.0, 1.7, -2.1], [-0.7, -3.3, -1.2], [-0.4, 2.7, 0.4], [1.0, 0.6, 0.8], [-0.7, 0.8, -1.0], [0.2, 0.1, 1.6], [0.6, -1.0, -0.5], [2.3, -2.5, -3.9], [-3.3, 0.3, 1.6], [1.0, 2.3, 2.4], [-3.0, 1.7, 3.4], [0.2, -0.6, -2.5], [2.7, -1.0, -0.7], [-0.1, 0.5, -1.1], [0.8, -1.3, 2.7], [-0.5, 0.6, -1.9], [3.7, -0.3, -2.0], [-3.4, -1.2, 3.4], [-0.4, 1.5, -1.5]]
}

# 2
{
  "formula": "C28H44O26S2",
  "method": "ωB97M-V/def2-TZVPD",
  "lumo_energy_ev": 0.3,
  "homo_ev": -9.376,
  "relative_energy_kcal_mol": 3.93,
  "spin_multiplicity": 1,
  "total_energy_ev": -104653.09495,
  "orbital_gap_ha": 0.357,
  "symbols": ["C", "S", "O", "C", "H", "H", "H", "H", "H", "H", "C", "S", "O", "C", "H", "H", "H", "H", "H", "H", "C", "C", "O", "C", "O", "O", "H", "H", "H", "H", "C", "C", "O", "C", "O", "O", "H", "H", "H", "H", "C", "C", "O", "C", "O", "O", "H", "H", "H", "H", "C", "C", "O", "C", "O", "O", "H", "H", "H", "H", "C", "C", "O", "C", "O", "O", "H", "H", "H", "H", "C", "C", "O", "C", "O", "O", "H", "H", "H", "H", "C", "C", "O", "C", "O", "O", "H", "H", "H", "H", "C", "C", "O", "C", "O", "O", "H", "H", "H", "H"],
  "positions_angstrom": [[6.352219, 2.485379, -3.648203], [5.707906, 2.309010, -1.948661], [4.391990, 3.014977, -1.943637], [5.219071, 0.559355, -2.133214], [5.644980, 2.138278, -4.366704], [7.262294, 1.962105, -3.789923], [6.426117, 3.550701, -3.806236], [4.349189, 0.543336, -2.789328], [4.940222, 0.342829, -1.090628], [5.974425, -0.171371, -2.507784], [-0.231753, 0.451243, -0.503175], [-0.092289, -0.091456, 1.126471], [-0.836006, -1.413222, 0.972943], [1.728334, -0.412216, 1.073141], [-1.304790, 0.639951, -0.599189], [0.206806, -0.232944, -1.234283], [0.249658, 1.423906, -0.690863], [2.338115, 0.414233, 0.650639], [1.883952, -1.312237, 0.453696], [2.082456, -0.656386, 2.083840], [-0.255588, 4.051507, 1.240325], [-0.394031, 3.997495, 2.745064], [0.979609, 3.610227, 3.150798], [1.540809, 2.957622, 2.205367], [2.613713, 2.403760, 2.212794], [0.857682, 3.082225, 1.032955], [0.022007, 5.018915, 0.850151], [-1.082076, 3.655114, 0.581084], [-1.119971, 3.264636, 3.131220], [-0.488882, 4.971741, 3.216072], [5.851371, 1.079021, 3.643836], [5.598614, 1.299198, 2.151941], [4.876754, 0.144263, 1.731565], [4.836462, -0.745823, 2.703240], [4.540215, -1.895466, 2.614641], [5.350802, -0.269124, 3.862645], [5.439469, 1.771090, 4.355994], [6.894742, 0.959207, 3.824351], [6.548538, 1.250252, 1.565142], [5.055789, 2.212544, 1.998413], [-3.644833, -3.600593, -0.619699], [-3.104107, -2.120142, -0.527803], [-3.793929, -1.487018, -1.693172], [-4.137198, -2.445544, -2.571837], [-4.347248, -2.268523, -3.753213], [-4.108035, -3.665653, -2.011899], [-4.366690, -3.904265, 0.083441], [-2.796838, -4.200205, -0.414085], [-2.031655, -2.205193, -0.761118], [-3.392337, -1.576531, 0.366344], [1.761357, -4.031483, 1.754036], [0.399429, -4.432768, 2.454426], [-0.581463, -4.267413, 1.462580], [0.052748, -4.014470, 0.294065], [-0.481007, -4.119099, -0.787323], [1.361153, -3.750927, 0.405430], [2.559681, -4.833895, 1.832947], [2.214482, -3.101318, 2.220158], [0.119404, -3.830220, 3.307316], [0.486435, -5.458878, 2.764224], [-1.973391, 2.180566, -3.362236], [-1.263465, 3.278198, -4.165307], [-1.362953, 4.451537, -3.256311], [-1.990545, 4.087086, -2.104927], [-2.093500, 4.875018, -1.210164], [-2.319860, 2.822897, -2.090767], [-1.315110, 1.354220, -3.130161], [-2.903386, 1.834758, -3.811542], [-1.719070, 3.512427, -5.143176], [-0.184809, 3.028250, -4.181557], [-0.143860, -3.207030, -4.505555], [-0.994041, -2.762356, -3.341364], [-0.758230, -1.285969, -3.405101], [-0.403483, -0.972933, -4.652036], [-0.210759, 0.111723, -5.110044], [-0.323231, -2.098586, -5.392920], [-0.499510, -4.147298, -4.949638], [0.933106, -3.220831, -4.282990], [-0.671178, -3.225549, -2.411423], [-2.017723, -2.928037, -3.564422], [-1.854300, -1.345651, 3.939108], [-3.194506, -1.831948, 3.429361], [-3.577608, -2.806858, 4.394743], [-3.100147, -2.386788, 5.580036], [-3.478145, -2.668209, 6.680433], [-2.067290, -1.575885, 5.417252], [-1.604501, -0.316978, 3.771110], [-1.057243, -1.946711, 3.479379], [-3.217014, -2.308155, 2.454952], [-3.842804, -0.937434, 3.415397], [-4.630723, 2.970474, -0.060117], [-4.692319, 1.459676, -0.300496], [-3.732092, 0.973131, 0.644909], [-3.447511, 1.986151, 1.533108], [-2.719109, 1.853332, 2.486311], [-4.168417, 3.043668, 1.268923], [-5.613446, 3.453900, 0.045797], [-3.928017, 3.458855, -0.743006], [-4.326524, 1.151742, -1.247680], [-5.661607, 1.035861, -0.049219]],
  "forces_ev_per_angstrom": [[-0.7, 0.8, 0.7], [-0.4, -0.6, -1.4], [0.4, 0.0, 0.2], [0.4, -0.3, 0.7], [-0.8, -0.5, -0.3], [1.1, -0.3, 0.1], [0.4, 0.3, 0.0], [0.0, 0.1, 0.1], [-0.1, -0.5, -0.5], [-0.3, 0.8, 0.4], [0.0, 2.1, -1.5], [0.9, -1.1, 0.1], [0.9, 0.3, 1.1], [0.1, -0.6, -0.1], [0.0, -0.4, -0.5], [-0.5, -0.3, 0.3], [0.0, -0.2, 0.4], [-0.8, -0.2, 0.4], [-0.3, 0.3, 0.1], [-0.2, 0.3, -0.2], [0.0, -2.0, -1.2], [0.6, 0.2, 0.6], [-1.7, 0.6, 1.9], [1.8, -0.5, -3.0], [-0.5, -0.1, 0.7], [-0.9, 0.7, 0.4], [0.3, 0.2, 0.0], [0.6, 0.6, 1.2], [0.4, 0.3, -0.2], [-0.5, 0.0, -0.1], [0.3, -1.6, -0.2], [1.2, 0.0, -0.1], [-0.6, 0.5, -0.5], [1.2, -0.8, 1.4], [-0.9, -0.4, -0.6], [-0.5, 1.0, -0.3], [-0.6, 0.2, 0.0], [0.9, 0.4, 0.3], [-0.7, 0.5, 0.5], [-0.4, 0.1, -0.5], [0.8, 2.3, -1.0], [-1.3, -1.4, -1.6], [0.5, -0.3, 0.7], [0.4, 0.1, -1.1], [-0.1, 0.0, 1.6], [0.3, -0.5, 1.2], [-1.6, 0.0, 0.5], [0.8, -1.0, -0.6], [-0.6, 0.8, 0.4], [0.4, 0.1, -0.2], [0.6, 0.8, 1.8], [1.6, 0.3, 0.2], [0.6, 0.0, -1.3], [-0.7, -0.6, -1.4], [0.2, 0.2, 1.3], [-0.2, -0.5, 0.9], [-1.2, 0.8, -0.5], [-0.5, -1.0, -0.7], [0.2, 0.2, 0.2], [-0.4, -0.5, 0.1], [-0.4, 0.2, 0.2], [0.6, 0.5, 1.3], [-0.6, -1.2, -0.7], [1.9, 2.0, -0.9], [-0.7, -0.3, 0.5], [-0.3, -1.3, -0.4], [-0.1, -0.2, -0.1], [0.1, -0.1, 0.0], [0.4, -0.1, 0.6], [-0.7, 0.3, -0.7], [-0.1, 0.2, 0.0], [1.4, 0.6, -0.4], [-0.1, -0.7, 0.9], [-0.3, -0.9, -0.7], [-0.1, 0.5, 0.5], [0.3, -0.1, -0.8], [0.2, 0.5, 0.0], [-0.3, -0.4, 0.2], [-0.1, 0.7, 0.0], [-0.9, -0.1, -0.1], [0.0, -1.3, 0.8], [-0.1, 1.0, -0.5], [-0.8, 0.1, 0.1], [0.1, -0.2, 1.5], [-0.5, -0.5, -0.7], [1.5, 1.1, -2.3], [-0.3, 0.6, 0.1], [0.0, -0.1, 0.8], [0.3, 0.1, 0.0], [-0.4, -0.7, 0.1], [-1.3, 0.1, -0.4], [-0.1, 0.4, 0.7], [0.7, 0.7, 0.8], [0.4, -2.0, 1.1], [-0.4, 0.0, -0.9], [0.8, 1.0, 0.5], [0.3, -0.1, -1.0], [-0.5, 0.1, 0.4], [-0.1, -0.2, -1.0], [-0.1, -0.1, -0.2]]
}